{
  "formula": "C6H5O2S2",
  "method": "ωB97M-V with the def2-TZVPD basis set",
  "symbols": ["C", "C", "O", "C", "O", "C", "C", "S", "C", "S", "H", "H", "H", "H", "H"],
  "positions_angstrom": [[-2.24, 0.30, -0.98], [-1.82, 0.00, 0.53], [-0.58, -0.65, 0.56], [0.52, 0.11, 0.74], [0.47, 1.28, 1.10], [1.75, -0.50, 0.52], [3.20, 0.04, -0.52], [3.34, 1.44, -1.25], [3.03, -1.04, 0.33], [3.86, -2.43, 0.55], [-3.36, 0.32, -0.99], [-1.92, 1.31, -1.33], [-1.79, -0.50, -1.55], [-2.55, -0.62, 1.09], [-1.93, 0.95, 1.21]],
  "total_charge": -1,
  "homo_lumo_gap_ev": 6.67,
  "smiles": "CCOC([O-])=C1C(=S)C1=S",
  "homo_ev": -3.5
}



{
  "formula": "C14H7N3O9S5SbTc",
  "method": "ωB97M-V with the def2-TZVPD basis set",
  "symbols": ["Tc", "S", "Sb", "S", "S", "S", "O", "C", "O", "C", "C", "C", "C", "C", "C", "N", "O", "O", "N", "O", "O", "H", "H", "H", "O", "S", "O", "N", "C", "O", "C", "C", "C", "C", "C", "C", "H", "H", "H", "H"],
  "positions_angstrom": [[1.48, 1.71, -0.63], [1.24, 5.77, 2.62], [0.34, 4.28, 1.27], [0.89, 1.85, 1.41], [1.34, 3.87, -0.94], [-1.95, 4.86, 1.41], [5.27, 0.38, -0.39], [4.15, 0.11, -0.27], [3.16, 1.15, -0.68], [3.46, -1.08, 0.28], [2.11, -1.31, 0.03], [1.50, -2.40, 0.61], [2.19, -3.30, 1.41], [3.53, -3.04, 1.61], [4.19, -1.96, 1.07], [4.30, -3.98, 2.47], [5.47, -3.71, 2.65], [3.70, -4.94, 2.90], [0.05, -2.57, 0.38], [-0.52, -1.66, -0.21], [-0.47, -3.57, 0.79], [1.51, -0.73, -0.66], [1.71, -4.15, 1.86], [5.24, -1.80, 1.27], [-3.23, 3.95, 0.15], [-3.03, 2.48, 0.45], [-3.22, 2.02, 1.77], [-1.46, 2.29, 0.02], [-1.34, 1.42, -0.93], [-0.13, 1.15, -1.40], [-2.58, 0.86, -1.47], [-2.78, -0.05, -2.49], [-4.10, -0.39, -2.80], [-5.17, 0.17, -2.12], [-4.98, 1.09, -1.09], [-3.68, 1.41, -0.79], [-1.95, -0.49, -3.02], [-4.29, -1.09, -3.60], [-6.18, -0.11, -2.39], [-5.81, 1.52, -0.55]],
  "total_charge": 2,
  "homo_lumo_gap_ev": 6.03,
  "homo_ev": -15.7
}



{
  "formula": "C7H16N3",
  "method": "ωB97M-V with the def2-TZVPD basis set",
  "symbols": ["C", "C", "C", "C", "N", "C", "C", "N", "C", "N", "H", "H", "H", "H", "H", "H", "H", "H", "H", "H", "H", "H", "H", "H", "H", "H"],
  "positions_angstrom": [[-1.03, 1.02, -1.64], [-0.98, 0.50, -0.27], [-2.11, -0.47, 0.01], [-1.06, 1.62, 0.76], [0.34, -0.15, -0.22], [1.49, 0.15, -0.93], [2.54, -0.87, -0.51], [2.01, -1.26, 0.80], [0.73, -0.93, 0.88], [0.08, -1.07, 2.04], [-0.20, 1.78, -1.73], [-0.96, 0.22, -2.43], [-1.91, 1.69, -1.81], [-1.91, -1.46, -0.51], [-3.07, -0.08, -0.52], [-2.30, -0.51, 1.06], [-0.34, 1.28, 1.55], [-0.89, 2.57, 0.35], [-2.03, 1.57, 1.29], [1.92, 1.00, -0.41], [1.53, 0.24, -2.03], [2.57, -1.74, -1.15], [3.51, -0.51, -0.46], [2.51, -1.90, 1.38], [-0.90, -0.92, 1.85], [0.45, -1.76, 2.65]],
  "total_charge": 1,
  "homo_lumo_gap_ev": 10.69,
  "smiles": "CC(C)(C)N1CCNC1=[NH2+]",
  "homo_ev": -13.4
}



{
  "formula": "C2H4FeNO2S4",
  "method": "ωB97M-V with the def2-TZVPD basis set",
  "symbols": ["Fe", "S", "S", "S", "S", "N", "C", "C", "O", "O", "H", "H", "H", "H"],
  "positions_angstrom": [[-0.88, 0.02, -0.83], [-2.33, 1.85, -0.58], [-1.37, 3.24, -1.67], [-0.52, 2.41, -3.33], [-0.13, 0.49, -3.04], [0.80, 0.28, 0.56], [0.85, -0.94, 1.41], [-0.15, -2.02, 0.96], [-0.14, -3.08, 1.54], [-0.94, -1.69, -0.02], [1.67, 0.40, 0.05], [0.68, 1.11, 1.12], [0.61, -0.68, 2.44], [1.84, -1.38, 1.41]],
  "homo_lumo_gap_ev": [8.26, 6.38],
  "multiplicity": 6,
  "homo_ev": [-8.5, -9.0]
}



{
  "formula": "C40H111MgN8O12",
  "method": "ωB97M-V with the def2-TZVPD basis set",
  "symbols": ["Mg", "C", "C", "O", "H", "H", "H", "H", "H", "C", "C", "O", "H", "H", "H", "H", "H", "H", "C", "C", "O", "H", "H", "H", "H", "H", "H", "C", "C", "O", "H", "H", "H", "H", "H", "H", "C", "C", "C", "O", "C", "N", "H", "H", "H", "H", "H", "H", "H", "H", "H", "H", "H", "C", "C", "C", "O", "C", "N", "H", "H", "H", "H", "H", "H", "H", "H", "H", "H", "H", "C", "C", "C", "O", "C", "N", "H", "H", "H", "H", "H", "H", "H", "H", "H", "H", "H", "C", "C", "C", "O", "C", "N", "H", "H", "H", "H", "H", "H", "H", "H", "H", "H", "H", "C", "C", "C", "O", "C", "N", "H", "H", "H", "H", "H", "H", "H", "H", "H", "H", "H", "C", "C", "C", "O", "C", "N", "H", "H", "H", "H", "H", "H", "H", "H", "H", "H", "H", "C", "C", "C", "O", "C", "N", "H", "H", "H", "H", "H", "H", "H", "H", "H", "H", "H", "C", "C", "C", "O", "C", "N", "H", "H", "H", "H", "H", "H", "H", "H", "H", "H", "H"],
  "positions_angstrom": [[-1.10, 1.24, -2.35], [1.23, -1.96, -0.36], [0.39, -0.75, -0.04], [-0.34, -0.03, -1.04], [1.52, -2.45, 0.57], [2.04, -1.64, -1.02], [0.66, -2.71, -0.89], [1.07, -0.10, 0.49], [-0.40, -0.95, 0.69], [4.17, 1.01, -2.13], [4.27, 1.27, -3.62], [2.98, 1.53, -4.01], [5.15, 0.75, -1.72], [3.51, 0.14, -2.10], [3.84, 1.93, -1.66], [4.71, 0.41, -4.12], [4.81, 2.16, -3.93], [3.04, 1.77, -4.94], [4.64, -2.52, 0.04], [4.65, -1.12, 0.73], [5.03, -1.26, 2.04], [4.00, -3.26, 0.52], [5.65, -2.94, -0.02], [4.33, -2.56, -1.01], [3.67, -0.63, 0.77], [5.36, -0.48, 0.22], [5.22, -0.34, 2.25], [-1.75, -5.78, -0.60], [-1.84, -5.66, -2.11], [-2.26, -6.94, -2.56], [-1.35, -4.83, -0.23], [-1.07, -6.52, -0.17], [-2.73, -5.82, -0.13], [-0.87, -5.43, -2.56], [-2.53, -4.87, -2.40], [-3.21, -7.06, -2.47], [0.62, 3.09, -0.82], [0.46, 3.57, -2.25], [1.73, 4.29, -2.67], [1.76, 5.52, -1.91], [3.05, 5.94, -1.46], [0.35, 2.42, -3.09], [1.03, 3.95, -0.30], [1.36, 2.30, -0.75], [-0.36, 2.81, -0.45], [-0.38, 4.26, -2.35], [1.84, 4.55, -3.72], [2.61, 3.68, -2.50], [3.41, 5.19, -0.76], [2.82, 6.86, -0.91], [3.70, 6.17, -2.30], [1.28, 2.08, -3.31], [0.26, 2.90, -3.97], [-1.45, 2.37, 6.91], [-1.26, 3.56, 5.95], [-0.55, 3.17, 4.63], [-1.41, 2.37, 3.80], [-0.88, 2.41, 2.44], [-2.65, 3.91, 5.54], [-2.12, 2.60, 7.74], [-0.44, 2.25, 7.31], [-1.70, 1.43, 6.43], [-0.89, 4.47, 6.43], [0.39, 2.63, 4.78], [-0.18, 4.11, 4.23], [-1.36, 3.20, 1.87], [-1.32, 1.60, 1.86], [0.20, 2.29, 2.34], [-2.74, 3.14, 4.89], [-2.59, 4.68, 4.88], [1.63, -0.04, 3.72], [2.03, -1.33, 4.38], [1.54, -2.55, 3.58], [0.13, -2.59, 3.68], [-0.35, -3.73, 2.99], [3.47, -1.30, 4.61], [1.93, 0.01, 2.68], [2.06, 0.86, 4.17], [0.55, 0.07, 3.74], [1.47, -1.37, 5.31], [1.99, -3.43, 4.06], [1.88, -2.56, 2.55], [-0.08, -3.69, 1.94], [-1.43, -3.82, 3.00], [0.10, -4.66, 3.34], [4.00, -1.51, 3.78], [3.74, -0.36, 4.86], [-3.89, -0.42, -4.19], [-2.63, -0.94, -3.52], [-2.32, -2.41, -3.90], [-1.90, -2.49, -5.23], [-1.34, -3.68, -5.68], [-1.53, -0.02, -3.80], [-4.65, -1.20, -4.14], [-3.75, -0.29, -5.26], [-4.24, 0.53, -3.79], [-2.75, -0.82, -2.44], [-3.21, -3.04, -3.87], [-1.50, -2.68, -3.23], [-2.11, -4.43, -5.83], [-0.62, -4.19, -5.03], [-0.89, -3.52, -6.66], [-0.68, -0.52, -4.01], [-1.69, 0.37, -4.71], [1.16, -1.08, -6.34], [1.57, -1.62, -4.94], [3.07, -2.13, -4.85], [3.46, -2.67, -3.58], [2.86, -3.92, -3.14], [1.15, -0.67, -3.90], [0.09, -0.85, -6.37], [1.30, -1.87, -7.08], [1.72, -0.22, -6.67], [0.84, -2.42, -4.88], [3.72, -1.28, -5.06], [3.36, -2.90, -5.57], [3.23, -4.82, -3.62], [1.77, -3.80, -3.19], [2.98, -3.99, -2.05], [1.40, -1.13, -3.03], [1.83, 0.07, -3.95], [-7.33, -0.70, -0.71], [-6.44, -1.89, -1.01], [-5.17, -2.01, -0.02], [-4.13, -2.81, -0.59], [-2.87, -2.36, -0.25], [-7.27, -3.10, -0.88], [-7.79, -0.75, 0.28], [-8.10, -0.70, -1.48], [-6.75, 0.22, -0.78], [-6.11, -1.82, -2.04], [-5.44, -2.35, 0.98], [-4.82, -0.98, 0.08], [-2.68, -1.30, -0.40], [-2.10, -2.96, -0.73], [-2.80, -2.47, 0.83], [-7.64, -3.26, 0.04], [-6.62, -3.87, -0.90], [3.52, 2.50, 1.52], [5.00, 2.70, 1.66], [5.41, 3.97, 2.37], [5.43, 5.08, 1.47], [5.59, 6.34, 2.16], [5.53, 1.60, 2.47], [3.06, 3.38, 1.06], [3.12, 2.34, 2.52], [3.28, 1.65, 0.89], [5.50, 2.62, 0.70], [6.36, 3.83, 2.87], [4.75, 4.13, 3.22], [5.09, 7.13, 1.60], [6.65, 6.55, 2.21], [5.12, 6.37, 3.14], [5.32, 1.91, 3.41], [6.53, 1.74, 2.51], [-6.70, 0.61, 2.37], [-5.85, 1.25, 3.42], [-4.31, 0.96, 3.34], [-4.08, -0.43, 3.62], [-2.69, -0.70, 3.66], [-6.06, 2.65, 3.46], [-6.75, -0.47, 2.53], [-6.27, 0.78, 1.39], [-7.71, 0.96, 2.19], [-6.18, 0.87, 4.38], [-3.72, 1.55, 4.04], [-3.97, 1.23, 2.34], [-2.33, -0.57, 2.64], [-2.59, -1.76, 3.91], [-2.09, -0.17, 4.39], [-6.02, 3.06, 2.54], [-5.40, 3.11, 4.07]],
  "total_charge": 2,
  "homo_lumo_gap_ev": [6.27, 1.98],
  "multiplicity": 2,
  "homo_ev": [-12.0, -12.0]
}



{
  "formula": "CuF2I",
  "method": "ωB97M-V with the def2-TZVPD basis set",
  "symbols": ["Cu", "F", "F", "I"],
  "positions_angstrom": [[-0.11, 0.86, -1.53], [-1.54, 0.54, -0.44], [-0.33, -0.79, 1.16], [1.98, -0.62, 0.81]],
  "total_charge": -1,
  "homo_lumo_gap_ev": [5.85, 6.69],
  "multiplicity": 2,
  "homo_ev": [-3.5, -4.4]
}



{
  "formula": "C4H9BNO2S",
  "method": "ωB97M-V with the def2-TZVPD basis set",
  "symbols": ["O", "B", "O", "C", "C", "C", "N", "C", "S", "H", "H", "H", "H", "H", "H", "H", "H", "H"],
  "positions_angstrom": [[2.36, 0.14, 0.99], [1.69, -0.02, -0.18], [1.82, 0.95, -1.14], [0.72, -1.28, -0.30], [-0.71, -1.11, 0.21], [-1.56, -0.11, -0.56], [-1.32, 1.20, 0.08], [-1.01, 1.11, 1.34], [-0.73, -0.43, 1.94], [2.97, 0.88, 1.00], [1.50, 0.73, -2.01], [0.63, -1.58, -1.35], [1.17, -2.12, 0.22], [-1.21, -2.07, 0.27], [-1.31, -0.07, -1.62], [-2.63, -0.32, -0.46], [-1.46, 2.08, -0.38], [-0.93, 2.00, 1.96]],
  "total_charge": 1,
  "homo_lumo_gap_ev": 9.99,
  "homo_ev": -14.4
}



{
  "formula": "C31H22N6O8Tl",
  "method": "ωB97M-V with the def2-TZVPD basis set",
  "symbols": ["Tl", "C", "C", "C", "C", "C", "C", "N", "C", "C", "C", "C", "C", "C", "N", "N", "C", "C", "C", "C", "C", "N", "H", "H", "H", "H", "H", "H", "H", "H", "H", "H", "H", "H", "H", "O", "C", "O", "C", "C", "C", "C", "C", "N", "C", "O", "O", "H", "H", "H", "H", "H", "O", "C", "C", "C", "C", "C", "C", "C", "O", "N", "O", "O", "H", "H", "H", "H"],
  "positions_angstrom": [[0.76, -0.04, -0.62], [3.34, -0.43, 4.27], [2.18, -1.20, 4.15], [1.86, -1.82, 2.95], [2.70, -1.71, 1.82], [3.87, -0.96, 1.97], [4.18, -0.33, 3.17], [2.33, -2.15, 0.57], [1.78, -3.35, 0.37], [1.88, -4.43, 1.31], [1.38, -5.67, 1.03], [0.72, -5.95, -0.19], [0.59, -4.95, -1.10], [1.09, -3.65, -0.86], [0.87, -2.59, -1.73], [0.20, -2.83, -2.75], [-0.02, -1.66, -3.54], [-1.06, -1.73, -4.46], [-1.35, -0.62, -5.22], [-0.57, 0.52, -5.08], [0.46, 0.48, -4.15], [0.74, -0.58, -3.40], [3.57, 0.07, 5.20], [1.51, -1.29, 4.99], [0.94, -2.39, 2.85], [4.52, -0.86, 1.11], [5.09, 0.26, 3.24], [2.39, -4.25, 2.25], [1.50, -6.47, 1.76], [0.34, -6.95, -0.39], [0.08, -5.11, -2.05], [-1.64, -2.64, -4.52], [-2.18, -0.63, -5.92], [-0.77, 1.42, -5.64], [1.09, 1.35, -4.00], [-0.85, 1.53, 4.06], [-0.41, 1.49, 2.78], [-0.87, 0.77, 1.95], [0.71, 2.49, 2.55], [1.08, 3.37, 3.55], [2.07, 4.30, 3.28], [2.62, 4.31, 2.01], [2.17, 3.38, 1.07], [1.24, 2.48, 1.34], [2.76, 3.37, -0.33], [3.03, 4.60, -0.84], [3.00, 2.38, -0.95], [-1.55, 0.87, 4.11], [0.61, 3.32, 4.52], [2.40, 5.00, 4.03], [3.41, 5.01, 1.76], [2.66, 5.28, -0.26], [-1.70, -1.26, -0.53], [-2.84, -0.83, -0.50], [-3.37, 0.41, -1.05], [-4.75, 0.55, -0.96], [-5.39, 1.66, -1.47], [-4.66, 2.67, -2.12], [-3.31, 2.57, -2.22], [-2.56, 1.44, -1.68], [-1.32, 1.41, -1.75], [-6.83, 1.76, -1.38], [-7.44, 0.89, -0.78], [-7.38, 2.73, -1.89], [-3.62, -1.46, -0.02], [-5.34, -0.22, -0.48], [-5.19, 3.52, -2.52], [-2.72, 3.34, -2.70]],
  "total_charge": -1,
  "homo_lumo_gap_ev": 5.29,
  "homo_ev": -3.7
}